[1]
Formula: C11H15CoNO5
Source: OMol25
Level of theory: wB97M-V/def2-TZVPD

Each line ends with the Mulliken spin population.
Cartesian coordinates (Å):
Co -0.74595 0.00642 0.98222  2.70
C 0.51800 -2.69535 -1.27993  0.01
C 0.32495 -2.26586 0.14477  0.05
C 1.39949 -1.78218 0.90072  0.02
C 1.23639 -1.39140 2.22336  0.04
C -0.01642 -1.47629 2.83137  0.01
C -1.10468 -1.97048 2.09989  0.00
C -0.93498 -2.34818 0.75368  -0.03
H 0.78999 -3.75171 -1.31659  0.00
H 1.32633 -2.14110 -1.75716  0.00
H -0.39482 -2.57771 -1.86410  0.00
H 2.37336 -1.69132 0.43604  0.00
H 2.07197 -0.97897 2.77119  0.00
H -0.14698 -1.16452 3.85823  0.00
H -2.07287 -2.07722 2.57136  0.00
H -1.77744 -2.73534 0.19383  0.00
C 1.64344 1.52238 -1.93389  0.00
C 0.47100 1.83049 -1.02028  -0.01
C -0.36949 2.98907 -1.52966  0.00
O -0.40192 0.63669 -0.95690  0.03
C 0.94617 2.13162 0.41088  -0.01
O 1.81554 2.93835 0.60167  0.02
O 0.36108 1.44292 1.37928  0.12
H 1.29717 1.35038 -2.95423  0.00
H 2.20171 0.65178 -1.58179  0.00
H 2.32564 2.37047 -1.93445  0.00
H -0.71299 2.78908 -2.54344  0.00
H 0.23268 3.89657 -1.52510  0.00
H -1.23428 3.15376 -0.88628  0.00
H -0.17145 0.03364 -1.67128  0.00
O -4.71174 1.55177 0.63363  0.31
N -3.70623 1.26144 1.13867  0.42
O -2.83269 0.49079 0.82426  0.30

As for the net charge: +1. For the HOMO-LUMO gap (alpha / beta), the calculation gives 8.52 / 6.61 eV. For the energy above the lowest of the compared OMol25 structures with the same formula, charge and spin, the calculation gives 17.0 kJ/mol. Its expectation value of S² is 6.0134. The value obtained for the total energy is -60995.7007 eV. The molar mass comes out at 300.18 g mol⁻¹. The largest force on an atom comes out at 0.65 eV Å⁻¹. As for the spin multiplicity: 5.

***

[2]
Formula: C11H15FN
Source: OMol25
Level of theory: wB97M-V/def2-TZVPD

Each line ends with the Mulliken charge.
Cartesian coordinates (Å):
C -3.63074 1.15859 -0.40111  -0.71
C -2.68339 1.56425 0.57264  -0.59
C -3.29131 0.23677 -1.33240  -0.58
C -1.44566 1.00480 0.63238  -0.33
C -2.02313 -0.40414 -1.31643  -0.40
C -1.09896 -0.08701 -0.27920  0.61
C 1.33126 0.44102 -1.60804  -0.80
C 0.13835 -0.85464 -0.16295  0.27
C 1.48361 -0.55436 0.54501  1.17
C 1.31426 -0.24788 2.07086  -1.57
C 2.46693 -1.68884 0.44857  -1.53
N 1.92574 0.69837 -0.24749  -0.07
F 0.15462 -2.03722 -0.82662  -0.32
H -4.51997 1.60766 -0.56266  0.48
H -2.67260 2.33971 1.36594  0.32
H -3.89472 0.02848 -2.14030  0.48
H -0.67217 1.34913 1.25972  0.23
H -1.72357 -1.13398 -2.10307  0.34
H 1.76090 -0.40228 -2.21838  0.31
H 0.84624 1.24083 -2.03245  0.41
H 0.67501 0.56108 2.28839  0.34
H 2.30932 -0.02641 2.52958  0.48
H 0.82851 -1.14620 2.41871  0.45
H 1.94500 -2.62836 0.24045  0.37
H 2.94487 -1.92677 1.38891  0.37
H 3.13817 -1.48053 -0.33604  0.43
H 2.97672 0.82824 -0.23107  0.38
H 1.41673 1.55972 0.03705  0.46

As for the net charge: +1. For the HOMO-LUMO gap (alpha / beta), the calculation gives 7.80 / 6.98 eV. For the energy above the lowest of the compared OMol25 structures with the same formula, charge and spin, the calculation gives 109.1 kJ/mol. The value obtained for the total energy is -15847.1592 eV. The molar mass comes out at 180.25 g mol⁻¹. The largest force on an atom comes out at 4.40 eV Å⁻¹. As for the spin multiplicity: 1.